# 1
The following is a DFT calculation (ωB97M-V/def2-TZVPD) of one molecule with the formula C2H6N2O.

## Properties
DFT total energy   -7195.9151 eV
Kohn-Sham gap   10.8 eV
LUMO level   0.861 eV
Total charge   0
HOMO   -9.9 eV
SMILES string   [H]/N=C\ONC

Element x y z (Å)
H 1.58734 1.33814 0.67759
N 2.17178 0.66469 0.19229
C 1.65741 -0.39828 -0.13596
O 0.55444 -1.07954 -0.03951
N -0.51419 -0.08037 0.66176
C -1.50530 0.30816 -0.32060
H 2.27475 -1.33436 -0.67140
H -0.93261 -0.71264 1.34319
H -1.97200 -0.53715 -0.83985
H -1.03478 0.95729 -1.06028
H -2.28683 0.87406 0.19278

Atomic forces in eV per Å
-0.3 -0.2 0.0
0.5 1.7 0.3
3.4 -4.7 -2.3
-4.8 2.3 1.9
1.2 -1.4 -0.3
0.1 -0.4 -0.6
-0.5 2.7 1.0
0.2 -0.1 -0.2
0.0 0.1 0.1
-0.1 0.0 0.1
0.1 0.0 0.1



# 2
The following is a DFT calculation (ωB97M-V/def2-TZVPD) of one molecule with the formula C2H6N2O.

## Properties
DFT total energy   -7199.6992 eV
Kohn-Sham gap   10.5 eV
LUMO level   0.864 eV
Total charge   0
HOMO   -9.7 eV
SMILES string   CNC(N)=O

Element x y z (Å)
C -1.66553 -0.07672 0.08158
N -0.25545 -0.40745 0.25927
C 0.71965 0.28156 -0.41146
N 2.00476 0.14160 0.04041
O 0.42696 1.00082 -1.34763
H -1.77924 0.96615 -0.18841
H -2.14504 -0.24427 1.04460
H -2.14581 -0.72869 -0.64251
H -0.07963 -0.81683 1.16191
H 2.21402 -0.72174 0.51236
H 2.70532 0.60558 -0.51014

Atomic forces in eV per Å
0.3 -0.2 0.3
-0.2 -0.4 0.6
-0.7 0.4 -0.4
-0.3 -0.3 0.5
0.1 0.3 -0.2
-0.1 0.1 -0.2
-0.1 0.0 0.0
0.0 0.1 -0.2
0.5 0.1 -0.1
0.4 0.1 0.0
0.0 -0.2 -0.1



# 3
The following is a DFT calculation (ωB97M-V/def2-TZVPD) of C2H6N2O as an isolated structure.

## Properties
DFT total energy   -7193.9130 eV
Kohn-Sham gap   9.1 eV
LUMO level   0.727 eV
Total charge   0
HOMO   -8.4 eV

Element x y z (Å)
C -1.82990 -0.19106 -0.07432
C 0.35048 0.87314 0.00096
H -2.23235 0.27512 0.84857
H -1.98947 -1.33496 -0.60049
H -2.13703 0.50960 -0.92046
H -0.24728 1.69664 0.41958
H 3.18842 -0.39541 -0.27305
H 1.69610 -1.33084 0.94491
N 1.53429 0.78345 -0.18123
N 2.03874 -0.65320 -0.11417
O -0.37201 -0.23247 -0.05029

Atomic forces in eV per Å
1.1 -1.0 -3.4
-5.2 0.0 1.2
-0.1 -1.4 -0.2
-0.5 3.2 2.5
0.3 -0.8 0.9
0.7 0.7 -1.0
-4.2 -1.5 1.5
1.7 3.4 -4.0
6.2 -1.4 1.1
2.3 0.6 0.8
-2.1 -1.8 0.6



# 4
The following is a DFT calculation (ωB97M-V/def2-TZVPD) of one molecule with the formula C2H6N2O.

## Properties
DFT total energy   -7197.3384 eV
Kohn-Sham gap   10.3 eV
LUMO level   0.812 eV
Total charge   0
HOMO   -9.5 eV
SMILES string   [H]/N=C(\N)OC

Element x y z (Å)
H 1.56132 1.67747 -0.35652
N 0.50211 1.42700 0.03153
C 0.55675 0.14267 -0.03753
N 1.63112 -0.76877 0.05929
O -0.62584 -0.60582 0.02498
C -1.96855 -0.05893 -0.02863
H 1.39764 -1.77540 -0.44852
H 2.46567 -0.31365 0.18651
H -2.03489 0.29673 1.05708
H -2.15068 0.72795 -0.67014
H -2.69408 -0.87654 -0.20709

Atomic forces in eV per Å
-3.2 -0.1 1.7
4.2 -0.6 -2.2
-2.3 -1.1 1.2
-5.1 -2.8 -2.3
1.1 -0.3 -1.2
1.1 -1.2 4.1
1.5 3.8 1.9
2.6 0.3 -0.1
-0.9 -0.1 -1.5
0.2 1.7 -1.6
0.8 0.3 0.1



# 5
The following is a DFT calculation (ωB97M-V/def2-TZVPD) of one molecule with the formula C2H6N2O.

## Properties
DFT total energy   -7199.7003 eV
Kohn-Sham gap   10.5 eV
LUMO level   0.787 eV
Total charge   0
HOMO   -9.7 eV
SMILES string   CNC(N)=O

Element x y z (Å)
C -1.75029 0.44754 0.52883
N -0.76300 -0.50253 0.02070
C 0.53927 -0.02517 -0.05863
N 1.41372 -0.87116 -0.72783
O 0.90801 0.98315 0.50018
H -1.39188 0.79499 1.49110
H -2.66582 -0.11345 0.71657
H -1.93057 1.28367 -0.14234
H -1.06278 -0.97254 -0.82242
H 1.02727 -1.39130 -1.50079
H 2.30910 -0.45750 -0.93025

Atomic forces in eV per Å
0.0 -0.7 0.4
0.1 0.5 -0.5
0.1 -0.3 0.1
-0.2 0.1 -0.3
0.1 0.1 0.1
0.0 0.3 0.0
-0.1 0.2 -0.1
0.0 0.1 0.0
0.0 -0.2 0.2
0.1 -0.1 0.1
0.0 0.1 0.1



# 6
The following is a DFT calculation (ωB97M-V/def2-TZVPD) of a 2-piece molecular cluster, C2H6N2O2 overall.

## Properties
DFT total energy   -9236.6827 eV
Kohn-Sham gap (spin up / spin down)   5.0 / 4.7 eV
LUMO level (spin up / spin down)   7.843 / 7.808 eV
Total charge   -2
HOMO (spin up / spin down)   2.8 / 3.1 eV

Element x y z (Å)
C -1.25180 0.60991 0.82396
C 1.18861 -0.62781 -0.95218
N 0.08552 1.17361 0.84521
N 0.85502 -0.97662 0.35152
O 0.42745 1.94255 -0.16631
O -0.26505 -1.76505 0.59612
H -1.93614 1.28618 0.03232
H -1.22874 -0.54939 0.63231
H -1.85706 0.55943 1.82728
H 2.00907 -1.39525 -1.31996
H 0.34391 -0.61095 -1.65248
H 1.62921 0.35338 -1.01780

Atomic forces in eV per Å
-2.5 1.3 -1.0
0.6 -2.0 -1.5
-0.2 -0.3 0.9
-0.5 -1.2 2.9
-0.8 0.1 0.1
2.0 0.3 -1.6
1.3 -1.7 1.6
0.0 1.4 -0.4
1.2 0.9 -1.0
-1.1 0.9 0.0
-0.2 -0.3 -0.3
0.2 0.6 0.3



# 7
The following is a DFT calculation (ωB97M-V/def2-TZVPD) of a 3-piece molecular cluster, C2H6N2O2 overall.

## Properties
DFT total energy   -9235.2653 eV
Kohn-Sham gap (spin up / spin down)   3.9 / 1.4 eV
LUMO level (spin up / spin down)   5.644 / 3.162 eV
Total charge   -2
⟨S²⟩   2.011
Spin multiplicity   3
HOMO (spin up / spin down)   1.7 / 1.7 eV

Element x y z (Å)
C 1.65491 0.90143 1.31812
C -1.85582 -1.41254 -0.12318
N 0.45301 1.25531 1.46714
N -1.18516 -2.32088 0.57934
O -0.44876 0.44592 2.16696
O -0.30389 -1.94054 1.50802
H 2.39886 1.77856 1.23084
H 2.08458 0.00481 1.61305
H -0.26861 -0.58910 1.91224
H -2.36320 -1.91728 -0.93207
H 1.85020 4.09389 -10.81881
H -2.01612 -0.29958 0.07835

Atomic forces in eV per Å
6.3 2.4 -1.1
0.6 -1.1 1.6
-6.7 -0.7 0.6
0.1 2.7 -1.1
0.9 1.8 0.0
-0.7 0.3 0.2
-0.9 -1.2 0.6
0.3 -2.0 0.0
-0.2 -1.0 -0.6
-0.5 0.3 -0.1
0.0 0.0 -0.1
0.8 -1.6 -0.1



# 8
The following is a DFT calculation (ωB97M-V/def2-TZVPD) of a 2-piece molecular cluster, C2H6N2O2 overall.

## Properties
DFT total energy   -9241.9627 eV
Kohn-Sham gap   9.8 eV
LUMO level   0.653 eV
Total charge   0
HOMO   -9.1 eV
SMILES string   [H]/N=C\C.O=NO

Element x y z (Å)
H 1.18718 0.95408 -0.85684
N 0.78591 0.70471 0.04369
C 0.30830 -0.47071 0.18494
C 0.59420 -1.61936 -0.73543
H -0.02222 -0.79558 1.16583
H 1.28113 -2.31654 -0.25100
H 1.07644 -1.29377 -1.65427
H -0.32010 -2.16512 -0.97073
O -0.70465 2.90837 0.26622
N -0.40750 2.05219 1.00737
O -1.51463 0.91347 1.19256
H -2.26405 1.12825 0.60766

Atomic forces in eV per Å
0.1 -0.4 -0.2
-0.4 -1.4 -0.4
2.8 -0.2 -0.3
-0.3 0.1 -0.4
-0.6 0.5 0.0
-0.1 0.0 0.2
-0.1 0.1 -0.1
0.0 -0.1 0.0
0.0 -1.5 0.6
-1.5 1.5 0.8
-0.2 1.2 -0.1
0.3 0.2 0.0



# 9
The following is a DFT calculation (ωB97M-V/def2-TZVPD) of one molecule with the formula C2H6N2O2.

## Properties
DFT total energy   -9244.6965 eV
Kohn-Sham gap   10.5 eV
LUMO level   0.765 eV
Total charge   0
HOMO   -9.8 eV
SMILES string   N/N=C(\O)CO

Element x y z (Å)
N -0.32638 1.98500 0.80001
N -0.07084 0.55797 1.08334
C 0.02776 -0.08944 -0.02459
O -0.21941 0.51015 -1.18382
C 0.48852 -1.51997 -0.07622
O 0.03688 -2.17390 -1.23215
H -1.32332 1.77349 1.07599
H 0.09801 2.48785 1.57432
H -0.39842 1.55061 -0.83861
H 0.12397 -2.05825 0.79937
H 1.59022 -1.50841 -0.03930
H -0.02699 -1.51511 -1.93833

Atomic forces in eV per Å
-2.5 -2.0 0.5
1.9 -0.8 -0.2
-0.2 1.0 0.7
-0.3 2.3 0.4
0.1 0.2 0.0
-0.2 -0.1 -0.3
0.7 2.1 -0.3
-0.1 0.0 -0.1
0.8 -2.7 -0.8
0.0 0.1 0.0
-0.2 0.0 0.0
0.0 -0.2 0.1



# 10
The following is a DFT calculation (ωB97M-V/def2-TZVPD) of a 2-piece molecular cluster, C2H6N2O2 overall.

## Properties
DFT total energy   -9243.8443 eV
Kohn-Sham gap   9.2 eV
LUMO level   0.657 eV
Total charge   0
HOMO   -8.6 eV
SMILES string   N/N=C/O.C=O

Element x y z (Å)
N 0.10520 -1.64798 0.01347
N -0.19332 -0.29971 0.32889
C -1.24609 0.02185 0.91871
O -1.59971 1.28281 1.25104
H -0.55926 -2.42743 0.19577
H 1.05519 -1.79893 0.28494
H -1.91486 -0.73987 1.17755
H -1.06149 1.95724 0.82231
C 0.71081 1.93797 -1.16973
O 0.70355 2.36685 0.00056
H -0.25970 2.05749 -1.73444
H 1.61844 1.35038 -1.46066

Atomic forces in eV per Å
-1.0 0.5 -0.4
1.3 -0.6 -0.4
0.5 0.5 -0.4
-0.7 -0.7 0.1
0.6 1.1 0.4
0.1 -0.4 0.1
-1.6 -0.7 0.8
0.7 0.0 -0.1
-0.5 0.5 3.7
0.1 -0.3 -2.9
1.2 -0.3 -0.2
-0.8 0.5 -0.6



# 11
The following is a DFT calculation (ωB97M-V/def2-TZVPD) of a 2-piece molecular cluster, C2H6N2O2 overall.

## Properties
DFT total energy   -9244.6979 eV
Kohn-Sham gap   10.1 eV
LUMO level   0.488 eV
Total charge   0
HOMO   -9.6 eV
SMILES string   [H]/N=C\O.NC=O

Element x y z (Å)
H 2.09687 0.54101 0.72379
N 1.48011 0.88668 -0.02120
C 1.09272 -0.16348 -0.72459
O 1.51725 -1.38789 -0.36910
H 0.61214 -0.08633 -1.70275
H 0.73188 -1.95653 -0.19863
N -1.68985 0.71603 -0.00359
C -0.79241 -0.07718 0.66223
O -0.88511 -1.28455 0.89818
H -1.40966 1.55676 -0.48768
H -2.69648 0.64152 -0.04212
H -0.05745 0.61395 1.26546

Atomic forces in eV per Å
-0.4 0.0 0.0
-0.3 -2.3 -3.3
3.3 2.7 1.3
-0.5 -0.9 -0.1
-0.4 0.2 0.5
0.5 0.3 -0.1
-0.7 0.6 -1.1
-0.5 0.8 4.1
-0.3 1.5 -0.9
0.6 0.0 0.7
0.3 -1.2 0.0
-1.6 -1.7 -1.1



# 12
The following is a DFT calculation (ωB97M-V/def2-TZVPD) of one molecule with the formula C2H6N2O2.

## Properties
DFT total energy   -9241.6764 eV
Kohn-Sham gap   9.6 eV
LUMO level   0.862 eV
Total charge   0
HOMO   -8.8 eV
SMILES string   C=C(NO)NO

Element x y z (Å)
C -0.62472 -1.21124 -0.37929
C -0.03969 -0.02457 -0.25948
N -0.91529 1.17034 0.26669
O -1.25251 1.12890 1.62275
N 1.19824 0.48253 -0.39695
O 2.13414 -0.75427 -0.58708
H -0.07470 -2.06119 -0.75906
H -1.67725 -1.33083 -0.15658
H -0.45584 2.06385 0.08878
H -1.95348 0.45582 1.66264
H 1.53146 0.94085 0.45243
H 2.12963 -0.86019 -1.55487

Atomic forces in eV per Å
0.6 0.1 -0.5
-3.9 2.4 2.8
0.6 -1.7 -2.4
0.2 -0.6 0.6
3.3 -2.5 -1.2
-1.1 2.2 0.1
0.0 0.0 0.3
0.1 0.2 -0.2
0.0 -0.4 0.3
0.2 0.5 0.0
0.1 -0.4 -0.2
0.0 0.3 0.4



Listing largest force on an atom for the structures above in their given order: 6.22 0.86 6.41 6.21 0.79 3.15 6.83 2.87 3.26 3.76 4.48 5.39 eV/Å.